Entry 1:
This record from the OMol25 dataset describes 9 unconnected molecules or ions with the total composition C51H44BFN8O21. The level of theory is ωB97M-V/def2-TZVPD.

Results
total charge = 0
lowest unoccupied orbital energy = -0.65 eV
orbital gap = 0.30726 hartree
E_HOMO = -9.011 eV

```
126
Properties=species:S:1:pos:R:3:forces:R:3
O -5.43600 5.77464 -2.54444 3.373 -1.229 5.455
C -6.04452 5.91301 -3.47919 -3.547 0.029 -5.620
O -7.35653 6.25513 -3.58883 -0.925 0.791 0.895
C -7.22554 7.44447 -4.39538 0.695 -1.542 -0.450
C -6.25355 6.89864 -5.46503 0.997 -0.152 0.324
F -6.90333 6.26489 -6.47752 -0.559 0.308 -0.679
B -5.02716 7.86717 -5.91851 -0.762 0.078 -0.256
O -4.07605 7.37963 -6.74380 -0.382 0.678 -0.688
O -5.01144 9.15794 -5.43560 0.834 -0.648 0.485
O -5.58853 5.82493 -4.77189 0.694 0.945 0.487
H -8.14432 7.78559 -4.83862 -0.397 0.039 0.210
H -6.72948 8.14205 -3.73150 -0.183 0.785 -0.314
H -4.50477 6.91411 -7.47292 0.371 -0.599 0.122
H -4.84443 9.12740 -4.48402 -0.243 0.557 -0.005
O 1.07261 4.02261 0.72701 -0.006 0.087 -0.001
N 0.17292 4.59181 0.14234 0.078 0.042 0.016
O 0.23409 5.72907 -0.28802 0.009 -0.143 0.028
C -1.08461 3.85343 -0.04395 -0.229 -0.162 -0.051
C -1.18440 2.56209 0.44360 0.059 -0.099 0.096
C -2.37439 1.87050 0.28855 -0.122 0.091 -0.150
C -3.44787 2.47701 -0.34999 0.071 0.006 -0.015
C -3.33041 3.77002 -0.84608 -0.044 -0.168 0.064
C -2.14151 4.46422 -0.69497 -0.118 0.224 -0.112
H -0.34913 2.09175 0.93999 0.009 0.312 -0.002
H -2.46739 0.86321 0.66909 0.038 0.019 0.043
H -4.38031 1.93892 -0.46404 0.009 0.003 0.000
H -4.16618 4.23732 -1.34750 0.070 0.026 0.022
H -2.05224 5.47019 -1.07833 0.137 -0.005 0.055
O -2.24094 0.95804 3.20047 0.077 -0.291 0.022
N -1.81032 0.61162 4.28719 -0.718 0.781 0.640
O -2.04886 -0.45623 4.81426 -2.241 1.344 1.086
C -0.94036 1.55149 5.00332 -0.256 0.529 0.026
C -0.68063 2.79259 4.44802 -0.033 0.023 -0.168
C 0.12382 3.68347 5.14005 0.129 0.051 0.141
C 0.66094 3.32436 6.37004 -0.029 -0.017 -0.168
C 0.40016 2.07044 6.90662 -0.087 0.157 0.059
C -0.40520 1.17838 6.22150 -0.870 0.767 0.885
H -1.09778 3.07310 3.49098 -0.068 -0.125 0.004
H 0.33040 4.65914 4.72128 -0.013 -0.021 -0.032
H 1.28532 4.02371 6.91125 0.006 -0.006 -0.009
H 0.82056 1.78747 7.86150 -0.024 -0.047 -0.008
H -0.60626 0.20498 6.64322 -0.423 0.515 0.220
O 1.47961 -4.15711 -2.45545 0.072 0.079 -0.157
N 1.73108 -2.96915 -2.57379 0.017 -0.004 0.006
O 2.36673 -2.48703 -3.48958 -0.086 -0.082 0.056
C 1.23412 -2.07096 -1.52556 -0.137 0.181 0.288
C 0.53700 -2.61000 -0.45469 -0.090 -0.186 0.099
C 0.08330 -1.76659 0.54604 0.035 -0.013 -0.041
C 0.32877 -0.40349 0.47051 0.039 -0.018 0.018
C 1.02228 0.12451 -0.60877 -0.085 -0.014 0.094
C 1.47788 -0.71169 -1.61579 0.073 0.204 -0.139
H 0.34545 -3.67205 -0.39322 0.083 -0.006 -0.129
H -0.45983 -2.16800 1.39024 -0.004 0.000 -0.005
H -0.02382 0.24812 1.26019 0.026 -0.188 0.049
H 1.21001 1.18888 -0.66778 0.067 -0.028 -0.043
H 2.01447 -0.29166 -2.45341 0.059 -0.178 -0.037
O 1.26758 -2.09779 10.01296 -0.027 0.037 -0.049
N 0.33237 -1.49366 9.52762 0.056 0.074 -0.049
O 0.37583 -0.33614 9.15252 0.018 -0.136 0.024
C -0.94307 -2.20918 9.37996 -0.265 -0.127 -0.027
C -1.03978 -3.51569 9.82491 0.120 -0.224 0.114
C -2.24869 -4.18040 9.70231 -0.083 0.086 -0.065
C -3.34148 -3.53796 9.13558 -0.009 -0.009 0.002
C -3.22663 -2.23008 8.68512 0.004 -0.127 0.047
C -2.02168 -1.55818 8.80732 -0.073 0.230 -0.117
H -0.19045 -4.01716 10.26531 0.074 0.136 -0.016
H -2.34006 -5.20005 10.05103 0.032 0.006 0.000
H -4.28619 -4.05850 9.04529 0.014 0.002 -0.009
H -4.07766 -1.73248 8.24079 0.033 0.025 -0.018
H -1.93605 -0.53938 8.45830 0.123 0.005 0.058
O -0.67323 -9.23092 2.52003 0.085 0.062 0.001
N 0.25409 -8.50085 2.23390 0.001 -0.063 0.090
O 1.09501 -8.10982 3.02561 -0.096 -0.035 -0.067
C 0.36709 -8.05021 0.83999 0.032 0.107 -0.255
C -0.59223 -8.44240 -0.07655 -0.245 -0.132 -0.057
C -0.49511 -7.99575 -1.38477 0.137 0.084 0.015
C 0.55544 -7.16997 -1.76301 -0.039 -0.030 -0.049
C 1.51616 -6.79350 -0.83492 -0.053 -0.077 0.014
C 1.42443 -7.23351 0.47568 0.202 0.136 0.061
H -1.41064 -9.08415 0.21542 0.062 0.011 0.144
H -1.24190 -8.28914 -2.11003 -0.007 -0.019 0.026
H 0.62624 -6.81631 -2.78315 0.016 0.032 0.024
H 2.33316 -6.15251 -1.13315 -0.017 0.013 0.011
H 2.17156 -6.93604 1.19741 -0.081 -0.083 0.097
O 3.84098 1.58674 -1.91732 0.141 0.034 -0.275
N 3.21490 2.43230 -2.52981 -0.130 -0.142 0.541
O 2.20960 2.96007 -2.09182 -0.038 0.136 -0.297
C 3.68709 2.82368 -3.86227 0.086 0.083 -0.249
C 4.80485 2.20220 -4.39032 0.178 -0.197 0.040
C 5.23302 2.55577 -5.65925 -0.021 0.034 -0.065
C 4.54608 3.52179 -6.37979 -0.020 0.082 -0.115
C 3.43170 4.14505 -5.83329 0.107 -0.124 0.013
C 2.99625 3.79561 -4.56546 -0.232 0.174 -0.012
H 5.33927 1.44859 -3.83034 -0.113 0.020 0.109
H 6.10147 2.07591 -6.09152 -0.003 -0.015 0.033
H 4.88162 3.78965 -7.37411 0.014 -0.014 0.016
H 2.90016 4.89950 -6.39711 -0.011 0.005 0.033
H 2.12720 4.27720 -4.14072 0.030 -0.096 0.133
O 6.43901 0.31032 -8.25327 -0.034 0.054 -0.007
N 5.59247 0.85345 -8.93538 0.111 0.039 0.000
O 5.71766 1.95038 -9.44626 -0.024 -0.034 0.060
C 4.32876 0.13825 -9.15116 -0.278 -0.157 -0.034
C 4.13987 -1.09397 -8.55068 0.095 -0.186 0.163
C 2.93733 -1.75576 -8.73607 -0.084 0.071 -0.085
C 1.94321 -1.18466 -9.51883 -0.011 -0.004 -0.006
C 2.15103 0.04827 -10.12277 0.009 -0.119 0.078
C 3.34991 0.71717 -9.93927 -0.090 0.215 -0.147
H 4.91197 -1.53953 -7.94077 0.074 0.132 -0.020
H 2.77384 -2.71625 -8.26698 0.030 0.012 0.017
H 1.00242 -1.70163 -9.65763 0.013 0.002 -0.003
H 1.37602 0.48999 -10.73420 0.024 0.021 -0.003
H 3.50883 1.67775 -10.40706 0.140 -0.003 0.073
O -0.46751 -1.16926 3.79367 2.963 -1.400 -1.197
N 0.30373 -1.35571 4.71630 0.360 -0.940 -0.740
O 0.74978 -0.47756 5.42900 1.446 -1.363 -0.871
C 0.72482 -2.73778 4.98437 -0.126 -0.224 0.130
C 0.26082 -3.75626 4.16990 -0.109 -0.076 -0.179
C 0.67719 -5.05532 4.41015 0.024 0.042 0.057
C 1.54532 -5.32370 5.45915 0.038 -0.026 0.048
C 1.99485 -4.29312 6.27448 -0.071 -0.085 -0.108
C 1.58452 -2.99053 6.03818 0.125 0.098 0.229
H -0.41548 -3.55039 3.35354 -0.006 0.135 0.050
H 0.32847 -5.86054 3.77895 0.012 0.004 0.011
H 1.87243 -6.33961 5.64015 -0.021 0.001 -0.024
H 2.66901 -4.50466 7.09328 -0.004 0.043 0.012
H 1.93803 -2.18982 6.67171 -0.053 0.107 -0.074
```
Positions in Å, forces in eV/Å.

These are the Löwdin partial charges, in e, on atoms 1 to 99: O 0.26; C -0.59; O 0.07; C -0.01; C -0.33; F 0.10; B -0.54; O 0.22; O 0.18; O 0.14; H 0.15; H 0.14; H 0.12; H 0.12; O 0.07; N -0.35; O 0.07; C -0.14; C -0.03; C -0.07; C -0.06; C -0.06; C 0.00; H 0.09; H 0.10; H 0.11; H 0.08; H 0.12; O 0.07; N -0.34; O 0.05; C -0.14; C 0.01; C -0.07; C -0.06; C -0.05; C -0.06; H 0.11; H 0.11; H 0.11; H 0.10; H 0.10; O 0.05; N -0.34; O 0.08; C -0.14; C 0.00; C -0.05; C -0.06; C -0.04; C 0.01; H 0.11; H 0.09; H 0.09; H 0.09; H 0.11; O 0.08; N -0.34; O 0.07; C -0.15; C 0.00; C -0.06; C -0.07; C -0.06; C 0.00; H 0.12; H 0.11; H 0.11; H 0.11; H 0.11; O 0.08; N -0.35; O 0.05; C -0.15; C -0.01; C -0.06; C -0.07; C -0.07; C 0.00; H 0.12; H 0.11; H 0.11; H 0.10; H 0.12; O 0.08; N -0.33; O 0.07; C -0.14; C 0.00; C -0.06; C -0.07; C -0.06; C 0.00; H 0.12; H 0.10; H 0.10; H 0.11; H 0.12; O 0.07

=====

Entry 2:
This record from the OMol25 dataset describes a molecular structure, C51H44N11O2SSiTi. The level of theory is ωB97M-V/def2-TZVPD.

Results
total charge = -1
lowest unoccupied orbital energy (spin up / spin down) = 0.74 / 0.74 eV
energy above the lowest of the compared OMol25 structures with the same formula, charge and spin = 26.0 kcal/mol
orbital gap (spin up / spin down) = 0.16274 / 0.16278 hartree
E_HOMO (spin up / spin down) = -3.692 / -3.694 eV

```
111
Properties=species:S:1:pos:R:3:forces:R:3
Ti 0.32046 0.50281 0.18274 -0.561 1.772 -0.061
C -2.65729 0.25846 3.38858 -0.170 0.064 -0.181
C -2.20812 0.44122 2.07357 0.430 0.066 -0.008
N -1.10540 -0.18005 1.65955 -0.182 0.010 0.017
C -0.60734 -1.14931 2.45627 0.123 0.020 0.055
C -1.12353 -1.35424 3.71673 0.007 -0.032 0.042
N -2.11357 -0.60507 4.21295 0.011 -0.059 0.117
C 0.44356 -1.99343 1.85813 0.042 -0.143 0.229
C 1.12669 -2.95166 2.59923 -0.043 0.044 0.007
C 1.98423 -3.83599 1.96901 0.070 -0.115 0.073
C 2.06471 -3.75267 0.58144 -0.044 0.060 -0.127
C 1.39050 -2.74624 -0.08691 -0.039 -0.009 -0.086
N 0.65029 -1.83101 0.54643 -0.107 -0.018 -0.127
C 1.40330 -2.71881 -1.57909 0.006 -0.088 0.020
C 2.53963 -2.44744 -2.32850 -0.037 0.070 0.002
N 2.52755 -2.50157 -3.65821 0.023 0.028 0.036
C 1.36792 -2.80924 -4.22381 -0.066 -0.026 -0.005
C 0.23085 -3.08632 -3.47471 0.025 -0.021 0.002
N 0.25137 -3.06320 -2.15005 0.019 -0.021 -0.037
C 2.75904 -4.85295 2.73647 -0.024 0.040 -0.032
C 2.77467 -4.87082 4.12786 0.035 -0.006 0.049
C 3.51932 -5.83262 4.79246 -0.018 0.022 -0.007
N 4.24128 -6.76802 4.18182 -0.003 0.005 -0.014
C 4.22850 -6.74858 2.85202 -0.011 0.009 -0.012
C 3.51802 -5.82879 2.09763 0.008 -0.041 -0.002
H -3.49437 0.84432 3.74631 0.010 -0.005 0.014
H -2.61834 1.19648 1.42003 -0.053 0.000 -0.007
H -0.73889 -2.12795 4.36783 0.013 0.014 -0.007
H 0.96704 -2.98949 3.66419 0.014 -0.028 -0.002
H 2.64732 -4.44457 -0.00797 0.015 -0.006 0.018
H 3.46703 -2.15647 -1.84941 0.029 -0.003 0.002
H 1.33407 -2.84442 -5.30690 0.024 0.014 0.011
H -0.71468 -3.32094 -3.94982 0.023 -0.006 0.014
H 2.23213 -4.14464 4.71538 -0.005 0.010 -0.018
H 3.53368 -5.84574 5.87678 0.007 -0.008 -0.008
H 4.81794 -7.51043 2.35373 0.004 -0.003 0.016
H 3.56821 -5.89476 1.02090 -0.007 -0.008 -0.003
C 6.21551 0.25727 0.23034 0.002 0.012 -0.005
C 5.40739 -0.86795 0.20396 0.001 -0.008 -0.005
C 4.06036 -0.77512 0.53097 -0.007 0.021 0.001
C 3.48519 0.44630 0.87045 0.057 -0.016 0.060
C 4.31771 1.57190 0.92277 0.003 -0.028 -0.029
C 5.66133 1.47695 0.60381 -0.032 0.010 0.007
N 2.11505 0.57726 1.16381 -0.300 -0.234 -0.207
C 1.81026 1.18941 2.37880 0.046 -0.041 0.015
C 2.47638 0.93914 3.58644 0.039 0.039 -0.059
C 2.05242 1.55073 4.75015 0.015 -0.022 -0.023
C 0.95280 2.41480 4.73471 -0.006 0.017 0.014
C 0.28764 2.67719 3.55484 0.035 0.002 -0.059
C 0.71652 2.06948 2.36780 0.100 -0.010 0.135
N 0.09327 2.22010 1.13585 0.172 -0.737 -0.060
N -0.66526 3.32015 1.05920 -0.266 0.062 -0.134
C -1.56663 3.25799 0.05814 0.131 0.024 0.200
C -2.31897 4.42846 -0.22861 -0.010 0.037 -0.002
C -3.25245 4.40139 -1.22316 0.032 0.016 0.042
C -3.45573 3.20540 -1.92820 -0.062 -0.015 0.054
C -2.71602 2.10710 -1.56997 0.071 0.008 -0.017
N -1.76146 2.10534 -0.61416 -0.007 -0.182 -0.128
H 7.26428 0.18705 -0.02869 -0.009 0.002 0.004
H 5.82912 -1.83113 -0.06110 -0.013 0.004 0.004
H 3.44762 -1.66123 0.55312 -0.009 -0.022 -0.015
H 3.88608 2.52384 1.20618 0.015 0.004 0.004
H 6.27985 2.36576 0.63638 -0.001 -0.005 0.001
H 3.32749 0.26749 3.58511 -0.003 0.005 0.018
H 2.57216 1.35397 5.68012 -0.002 -0.001 -0.005
H 0.61975 2.87690 5.65585 -0.004 0.003 -0.014
H -0.55698 3.34939 3.50232 -0.003 -0.004 0.024
H -2.11692 5.31426 0.35870 -0.014 -0.016 -0.001
H -3.83987 5.28225 -1.45224 0.000 0.001 -0.001
H -4.20215 3.12316 -2.70466 -0.015 -0.009 -0.010
H -2.89169 1.16829 -2.07325 -0.011 0.007 0.009
C 1.84956 3.22246 -1.27714 0.058 0.044 -0.023
Si 1.66855 1.77813 -2.44522 -0.281 -0.289 0.000
C 3.34812 0.98173 -2.68846 0.013 -0.004 -0.129
C 1.26734 2.54188 -4.11779 0.040 0.203 0.037
N 0.47062 0.63536 -1.80698 0.370 -0.176 0.230
C -0.58547 0.02728 -2.50138 0.129 -0.063 -0.045
C -0.78329 0.12945 -3.88723 0.016 -0.056 -0.014
C -1.86495 -0.46969 -4.51628 0.006 0.005 0.021
C -2.80115 -1.20033 -3.79741 -0.010 -0.002 0.025
C -2.61999 -1.32848 -2.42669 0.031 0.036 0.031
C -1.53634 -0.73568 -1.80342 0.014 -0.202 -0.016
H 2.63161 3.87759 -1.67731 -0.034 0.002 0.019
H 2.13357 2.92981 -0.26780 0.017 0.005 -0.016
H 0.92204 3.79488 -1.20079 0.017 -0.012 -0.001
H 3.96166 1.67864 -3.27095 0.022 -0.024 0.054
H 3.28074 0.05433 -3.26274 -0.017 0.032 -0.001
H 3.87457 0.77645 -1.75682 -0.009 -0.034 0.042
H 1.99570 3.35293 -4.23449 -0.057 0.006 -0.016
H 0.26982 2.98396 -4.16570 0.003 -0.053 -0.006
H 1.40542 1.86981 -4.96583 0.009 0.003 0.027
H -0.08915 0.68252 -4.49426 0.035 0.006 0.018
H -1.97478 -0.35022 -5.58862 -0.002 -0.003 0.006
H -3.65204 -1.65439 -4.28992 0.005 0.007 -0.002
H -3.32287 -1.86982 -1.80412 -0.003 -0.013 -0.018
H -1.47343 -0.91183 -0.73367 0.069 0.081 0.063
O -8.13183 3.23441 -2.46889 0.009 -0.058 -0.005
C -7.34946 3.45086 -1.37092 -0.013 0.035 0.019
O -7.29105 4.56544 -0.91874 -0.002 -0.030 -0.014
C -6.63989 2.27621 -0.82360 0.002 0.039 -0.021
C -6.10240 2.36397 0.46026 0.058 -0.007 0.003
C -5.41500 1.30607 1.01555 0.013 0.000 -0.029
C -5.18967 0.10220 0.31126 -0.040 -0.002 0.047
S -4.31053 -1.22826 0.98750 -0.060 0.008 -0.035
C -5.73649 0.03663 -0.98748 0.010 0.046 -0.051
C -6.44196 1.08870 -1.53346 0.034 -0.057 -0.019
H -8.16414 2.28615 -2.64451 0.006 0.052 0.002
H -6.23549 3.28449 1.01518 -0.014 -0.011 -0.014
H -5.05002 1.39579 2.03046 0.046 -0.039 0.020
H -5.58565 -0.86712 -1.56370 0.006 0.001 0.001
H -6.79414 0.97856 -2.55636 -0.004 -0.002 0.011
```
Positions in Å, forces in eV/Å.

These are the Löwdin partial charges, in e, on atoms 1 to 99: Ti 1.06; C -0.14; C -0.17; N 0.02; C -0.19; C -0.06; N 0.10; C -0.18; C 0.06; C -0.12; C 0.04; C -0.21; N 0.13; C -0.21; C -0.08; N 0.09; C -0.11; C -0.11; N 0.17; C -0.15; C -0.01; C -0.14; N 0.06; C -0.14; C -0.01; H 0.11; H 0.09; H 0.11; H 0.10; H 0.12; H 0.11; H 0.11; H 0.11; H 0.11; H 0.11; H 0.10; H 0.10; C -0.11; C -0.09; C -0.04; C -0.29; C -0.03; C -0.08; N -0.05; C -0.27; C -0.03; C -0.10; C -0.10; C -0.02; C -0.24; N -0.15; N 0.04; C -0.39; C -0.03; C -0.08; C -0.08; C -0.12; N 0.10; H 0.09; H 0.10; H 0.08; H 0.12; H 0.10; H 0.11; H 0.09; H 0.09; H 0.10; H 0.10; H 0.10; H 0.10; H 0.09; C -0.16; Si 0.43; C -0.15; C -0.19; N -0.16; C -0.37; C -0.05; C -0.10; C -0.11; C -0.11; C -0.12; H 0.04; H 0.00; H 0.03; H 0.04; H 0.01; H 0.01; H 0.03; H 0.04; H 0.02; H 0.06; H 0.10; H 0.09; H 0.08; H 0.07; O 0.08; C -0.50; O 0.09

=====

Maximum force across the listed records, respectively: 0.1292; 0.0362 Eh/bohr.